ORCA calculation (ωB97M-V with the def2-TZVPD basis set) on a structure of composition C26H45F5P2Ru at a distorted geometry.

Summary:
Energy above the lowest of the compared OMol25 structures with the same formula, charge and spin in kcal per mole: 0.0
Gap between HOMO and LUMO (spin up / spin down) in eV: 5.66 / 3.94
Spin multiplicity: 6
Molar mass in g/mol: 615.7
Charge: +1
E_tot in a.u.: -2294.099867

Last column: Mulliken spin population.
Geometry (Å):
1 Ru -0.45 0.64 -0.62  2.503
2 P -1.00 3.32 -2.92  0.065
3 P -1.86 -1.06 3.87  0.007
4 F 1.71 2.92 1.28  -0.002
5 F -0.65 2.07 1.94  0.018
6 F 0.48 4.61 0.66  0.004
7 F -1.63 3.18 0.26  0.016
8 F 1.31 3.28 -0.85  0.029
9 C -3.21 0.18 3.79  0.005
10 C -1.12 -0.67 0.68  -0.106
11 C -2.63 3.16 -3.68  0.015
12 C -0.39 -2.09 -1.35  0.147
13 C 3.28 -1.54 -1.13  0.244
14 C -0.50 2.41 0.59  0.074
15 C 3.19 -0.41 -0.28  0.439
16 C -1.03 -0.59 5.41  0.001
17 C 3.64 -1.52 -2.57  0.012
18 C -2.21 0.19 0.21  0.028
19 C -0.23 -0.75 -1.96  0.182
20 C -0.72 5.06 -2.55  0.002
21 C 0.74 3.30 0.41  0.055
22 C -0.91 -2.04 0.12  0.120
23 C -2.80 -0.51 -2.10  0.051
24 C 2.95 -2.69 -0.36  0.407
25 C 2.69 -0.03 2.24  -0.032
26 C 2.98 -4.09 -0.84  0.028
27 C -2.76 -2.57 4.26  -0.001
28 C 3.54 0.98 -0.63  0.208
29 C 0.23 2.85 -4.17  -0.004
30 C -1.41 0.08 -2.25  -0.126
31 C -3.31 -0.37 -0.65  0.008
32 C 2.85 -0.87 1.02  0.273
33 C 2.68 -2.27 0.96  0.297
34 C 2.35 -3.14 2.12  0.019
35 H 0.06 5.45 -3.22  0.001
36 H -4.18 0.32 -0.64  0.006
37 H 3.96 -0.52 -2.87  -0.001
38 H -2.04 -3.39 4.23  0.000
39 H -1.05 -2.71 -1.98  -0.011
40 H 0.59 -2.60 -1.39  -0.030
41 H 2.79 -1.83 -3.20  0.023
42 H -2.81 -1.57 -2.41  -0.004
43 H -3.28 2.70 -2.92  0.002
44 H -0.16 -2.54 0.75  -0.002
45 H -1.85 -2.62 0.21  0.000
46 H 3.25 -3.36 2.73  0.026
47 H 3.61 0.00 2.84  0.033
48 H 3.45 1.17 -1.71  -0.015
49 H -1.65 5.64 -2.61  -0.002
50 H -2.98 4.17 -3.93  0.001
51 H -1.29 0.73 -3.13  0.027
52 H -2.79 1.18 3.64  -0.001
53 H 1.61 -2.68 2.79  0.008
54 H 1.90 -0.44 2.88  0.007
55 H -3.18 -2.41 5.25  0.000
56 H 4.59 1.18 -0.36  0.032
57 H -3.49 0.00 -2.80  0.005
58 H -3.65 -1.36 -0.25  0.008
59 H -3.72 0.13 4.76  0.000
60 H -0.54 0.38 5.27  0.000
61 H 4.47 -2.22 -2.76  0.015
62 H 2.41 0.99 1.99  0.003
63 H -0.35 5.16 -1.52  0.005
64 H 2.17 -4.67 -0.38  0.007
65 H -0.27 2.48 -5.07  0.001
66 H -3.53 -2.72 3.49  0.000
67 H -3.91 -0.04 2.98  -0.003
68 H -2.56 2.48 -4.54  -0.002
69 H 0.64 -0.56 -2.59  -0.094
70 H 3.93 -4.57 -0.57  0.023
71 H 0.90 3.70 -4.35  0.005
72 H 0.82 2.02 -3.74  0.020
73 H -0.79 -0.52 1.72  -0.048
74 H -2.60 0.86 1.00  -0.009
75 H -1.81 -0.56 6.17  0.000
76 H 1.96 -4.11 1.78  -0.002
77 H 2.88 -4.11 -1.94  0.001
78 H -0.28 -1.36 5.61  0.000
79 H 2.93 1.71 -0.09  -0.021